[1]
{
  "formula": "C4H13N2S2",
  "method": "wB97M-V/def2-TZVPD",
  "total_charge": 1,
  "smiles": "NCCSSCC[NH3+]",
  "species": ["N", "C", "C", "S", "S", "C", "C", "N", "H", "H", "H", "H", "H", "H", "H", "H", "H", "H", "H", "H", "H"],
  "coordinates": [[2.3669, -1.3742, -0.5231], [1.7870, -0.1699, 0.2057], [1.9609, 1.0815, -0.5802], [0.4769, 1.7394, -1.4580], [-1.0030, 2.0934, -0.1137], [-2.3456, 0.9371, -0.4220], [-2.6518, -0.0514, 0.7082], [-1.5158, -0.9255, 1.0999], [2.0950, -2.2334, -0.0441], [3.3914, -1.3986, -0.4836], [2.1600, -1.2960, -1.5141], [2.3883, -0.0511, 1.1189], [0.8248, -0.4621, 0.6216], [2.6590, 0.9575, -1.4204], [2.3958, 1.9213, -0.0460], [-2.2941, 0.4761, -1.4159], [-3.2325, 1.5508, -0.6045], [-2.9444, 0.5397, 1.5809], [-3.5311, -0.6941, 0.6212], [-1.4078, -0.8463, 2.0924], [-1.5799, -1.7939, 0.5769]],
  "forces_ev_per_angstrom": [[0.7871, 0.4872, 0.6315], [1.3159, -0.2953, 1.8570], [-0.7674, 0.9945, -1.1745], [0.0991, -0.3419, -0.5105], [0.1688, 0.2670, 0.4195], [-1.1956, -0.8506, -0.8361], [0.5301, -0.0859, 1.0493], [-0.3231, 1.5551, -1.5077], [-0.4989, -0.1708, -0.6424], [-0.0550, 0.3705, 0.1035], [-0.6344, -0.6371, -0.2031], [0.1243, -0.3350, -0.2257], [-0.6445, 0.3525, -0.7796], [-0.0579, -0.1967, 0.0692], [-0.1032, -0.2576, 0.5664], [0.7314, -0.2152, 0.2382], [0.0316, 0.2828, 0.4819], [0.3576, 0.1224, 0.0576], [-0.1518, 0.3176, -1.0099], [0.1580, -1.2252, 0.1755], [0.1278, -0.1382, 1.2401]]
}

***

[2]
{
  "formula": "C4H13N2Si",
  "method": "wB97M-V/def2-TZVPD",
  "total_charge": 1,
  "smiles": "CN/C=C(\\[SiH3])[NH2+]C",
  "species": ["C", "C", "C", "C", "N", "N", "Si", "H", "H", "H", "H", "H", "H", "H", "H", "H", "H", "H", "H", "H"],
  "coordinates": [[0.7591, -0.1108, 0.2706], [3.1573, -0.2352, 0.1543], [-2.0936, -1.3910, -0.5144], [-0.5467, 0.2898, 0.3695], [1.9171, 0.4772, -0.1228], [-1.5609, -0.7103, 0.6935], [-1.1307, 1.9794, -0.2788], [0.9679, -1.1147, 0.6491], [3.9659, 0.4769, 0.2979], [3.4300, -0.9055, -0.6678], [3.0687, -0.8274, 1.0648], [-2.3515, -0.6387, -1.2571], [-1.3302, -2.0435, -0.9348], [-2.9787, -1.9758, -0.2709], [2.1237, 1.3090, -0.7083], [-1.1996, -1.4086, 1.3582], [-2.3381, -0.2125, 1.1439], [-2.4822, 2.1110, 0.2960], [-1.1944, 1.9483, -1.7428], [-0.1831, 2.9824, 0.2001]],
  "forces_ev_per_angstrom": [[-0.4535, -0.1446, 0.3523], [0.3727, -0.4247, -0.0946], [-0.3431, -0.4731, -0.5389], [1.5312, 1.6238, -1.2001], [0.2049, 0.3662, -0.2258], [-0.0069, -0.1476, 0.2126], [0.0299, -0.7938, 0.3655], [0.0443, -0.0177, -0.0241], [-0.0119, 0.0337, 0.0273], [-0.0090, 0.0831, 0.0640], [0.0012, 0.1084, -0.0223], [0.0247, 0.0481, 0.1199], [0.0535, 0.1200, 0.1401], [0.0222, 0.0116, 0.1343], [-1.4118, -0.7551, 0.7853], [-0.1876, 0.2282, -0.0930], [0.1979, -0.2648, 0.1311], [-0.1133, 0.1342, 0.0048], [-0.0414, 0.0983, -0.1824], [0.0960, 0.1659, 0.0441]]
}

***

[3]
{
  "formula": "C4H13N2Si",
  "method": "wB97M-V/def2-TZVPD",
  "total_charge": 1,
  "smiles": "C/C=[N+](/C)[SiH2]NC",
  "species": ["C", "C", "C", "C", "N", "N", "Si", "H", "H", "H", "H", "H", "H", "H", "H", "H", "H", "H", "H", "H"],
  "coordinates": [[-1.5668, 0.7726, -0.5553], [-0.5919, 1.3343, -1.5449], [2.8503, -0.5418, -0.4750], [-2.2581, -0.6114, 1.3146], [1.3515, -0.6833, -0.2184], [-1.2130, 0.0741, 0.4473], [0.5031, -0.0541, 1.1207], [-2.6308, 0.9183, -0.8661], [-0.1258, 0.5472, -2.1897], [-1.1795, 1.8578, -2.2855], [0.2752, 1.8671, -1.1377], [3.1871, -1.2420, 0.3068], [3.1813, -0.7388, -1.4636], [3.1510, 0.3325, -0.1291], [-2.2089, -0.6568, 2.4095], [-2.2059, -1.6354, 0.9975], [-3.2146, -0.1709, 1.0016], [1.2164, -1.6061, -0.3139], [0.3725, -0.9441, 2.1640], [1.1067, 1.1808, 1.4172]],
  "forces_ev_per_angstrom": [[0.3267, 0.0179, -1.6852], [0.0850, -0.6914, -0.7669], [-2.6683, -3.8378, 1.9382], [-0.7618, 0.3633, -1.3397], [1.4144, 3.6601, -0.3266], [-0.6423, 0.1662, 2.6878], [0.7834, -0.2115, -2.9418], [0.6877, -0.4464, 0.8314], [-0.4064, 0.0093, 0.9266], [0.1534, 0.9115, 0.1238], [-0.4942, 0.1813, 0.0045], [1.1006, -0.0878, -1.0204], [-0.0701, -0.3218, -0.7881], [1.3871, 4.3241, 1.0687], [0.8017, 0.8642, -0.3662], [-0.2529, -0.6199, -0.1872], [0.1469, -0.3679, 0.3261], [-1.1311, -4.1443, -0.6771], [-0.5537, -1.1789, 1.7426], [0.0938, 1.4098, 0.4494]]
}

***

no.,lowest unoccupied orbital energy (eV),orbital gap (eV)
1,-3.72,8.19
2,-3.03,9.41
3,-4.35,9.03